(1)
Formula: C22H46N3OP2SeTc
Source: the OMol25 dataset
Level of theory: the ωB97M-V functional and the def2-TZVPD basis

```
76
Properties=species:S:1:pos:R:3:forces:R:3:mulliken_charge:R:1
Tc -0.297 0.199 -0.473 0.700 -0.055 -1.437 -0.66
P -0.281 -1.758 -1.768 0.181 -2.088 -1.137 0.60
P -0.156 2.450 0.065 0.987 2.882 -0.104 0.86
N 1.060 0.837 -2.173 -0.913 0.179 -0.084 -0.10
C 1.301 -1.578 -2.720 0.081 -0.098 -0.338 -0.97
H 1.976 -2.383 -2.406 -0.119 0.086 -0.149 0.25
H 1.077 -1.749 -3.782 0.071 -0.012 0.283 0.63
C 2.013 -0.235 -2.556 0.344 0.267 -0.090 -1.09
H 2.806 -0.289 -1.796 -0.207 0.111 -0.166 0.45
H 2.471 0.090 -3.502 0.126 -0.333 0.262 0.55
C 1.642 2.220 -2.057 0.042 0.110 -0.401 -1.34
H 1.082 2.856 -2.766 0.315 -0.139 0.368 0.40
H 2.679 2.179 -2.408 -0.167 0.117 0.104 0.49
C 1.544 2.755 -0.639 -0.034 -0.065 0.114 -0.82
H 1.767 3.829 -0.617 0.032 -0.219 -0.015 0.57
H 2.277 2.251 0.007 -0.094 0.103 -0.048 0.47
C 0.032 3.118 1.786 0.265 -0.032 0.169 0.65
C 0.398 1.985 2.750 -0.032 -0.111 0.227 -0.95
H 1.420 1.619 2.587 -0.131 0.123 -0.029 0.12
H -0.289 1.132 2.649 0.014 0.192 0.054 0.05
H 0.331 2.336 3.788 0.082 -0.044 -0.226 0.53
C -1.164 3.697 -0.867 -0.092 -0.413 -0.094 0.74
C -2.655 3.573 -0.518 -0.340 0.033 -0.179 -1.52
H -3.246 3.758 -1.425 0.045 -0.045 0.330 0.41
H -2.948 4.321 0.228 0.044 -0.295 -0.193 0.42
H -2.923 2.578 -0.135 -0.051 0.258 -0.143 0.18
C -1.576 -2.101 -3.055 0.056 0.500 0.202 0.78
C -2.847 -2.681 -2.432 -0.224 -0.022 0.024 -1.62
H -3.662 -2.595 -3.162 0.176 -0.014 0.225 0.52
H -3.151 -2.159 -1.517 -0.044 -0.096 -0.135 0.22
H -2.724 -3.749 -2.212 -0.032 0.299 -0.029 0.36
C -0.035 -3.352 -0.815 0.061 0.246 0.126 0.97
C -1.164 -3.585 0.198 -0.153 -0.157 0.264 -1.52
H -0.770 -4.160 1.049 -0.151 0.030 -0.293 0.54
H -1.993 -4.163 -0.233 0.324 0.224 0.159 0.27
H -1.581 -2.648 0.598 0.093 -0.261 -0.158 0.15
C -2.010 -0.013 0.300 -5.532 -0.507 2.035 0.06
C -0.616 5.127 -0.711 0.210 0.307 -0.279 -1.70
H 0.214 5.213 0.003 -0.230 0.045 -0.168 0.46
H -0.254 5.500 -1.680 -0.057 -0.037 0.339 0.26
H -1.410 5.807 -0.379 0.219 -0.179 -0.090 0.46
C -1.069 -2.967 -4.214 0.145 -0.061 -0.387 -1.62
H -1.844 -3.688 -4.502 0.210 0.163 0.057 0.38
H -0.868 -2.341 -5.091 0.050 -0.249 0.139 0.36
H -0.160 -3.534 -3.977 -0.316 0.115 -0.169 0.45
C 0.253 -4.602 -1.654 0.061 -0.190 0.027 -1.58
H 0.485 -5.434 -0.970 -0.097 0.259 -0.199 0.46
H -0.610 -4.914 -2.261 0.263 0.149 0.232 0.34
H 1.125 -4.479 -2.310 -0.259 -0.045 0.119 0.36
C -1.165 3.929 2.289 -0.188 0.050 0.124 -1.56
H -2.108 3.374 2.211 0.188 0.095 0.081 0.31
H -1.001 4.160 3.350 -0.059 -0.011 -0.261 0.50
H -1.273 4.882 1.757 0.010 -0.365 0.188 0.32
H 0.906 3.790 1.717 -0.298 -0.164 -0.002 0.62
H 0.883 -3.126 -0.231 -0.155 -0.071 -0.215 0.15
H -1.041 3.393 -1.921 -0.029 -0.018 0.303 0.67
H -1.803 -1.092 -3.436 -0.054 -0.244 0.071 0.50
O -3.091 -0.121 0.748 3.950 0.361 -1.609 -0.34
H 0.383 0.899 -2.959 0.758 -0.110 0.621 0.45
H -1.055 0.406 -1.921 -0.793 -0.255 0.866 0.31
C 3.881 -0.502 2.965 0.844 0.213 -0.047 -0.76
N 2.584 -0.885 3.501 -0.596 -0.257 0.744 0.24
C 2.284 -1.106 4.837 1.065 0.392 -1.460 -0.36
C 0.976 -1.451 4.908 -0.953 -0.044 -1.794 -0.33
N 0.475 -1.429 3.606 0.913 0.280 0.566 0.17
C -0.888 -1.796 3.278 -0.752 -0.311 -0.064 -0.51
C 1.472 -1.065 2.737 0.048 -0.360 0.485 -0.42
Se 1.621 -0.902 0.857 0.139 -0.287 1.545 0.03
H 4.587 -0.460 3.802 -0.124 0.013 -0.319 0.33
H 3.832 0.483 2.475 -0.047 -0.321 0.325 0.30
H 4.225 -1.242 2.228 -0.103 0.163 0.367 0.37
H 3.038 -1.011 5.598 0.014 0.027 0.110 0.52
H 0.357 -1.719 5.744 -0.080 -0.028 0.122 0.54
H -0.927 -2.791 2.820 0.108 0.299 0.151 0.21
H -1.453 -1.825 4.216 0.037 0.057 -0.290 0.39
H -1.348 -1.065 2.601 0.236 -0.132 0.272 0.06
```
Forces are in eV/Å.

Computed properties:
Multiplicity: 4
HOMO energy (spin up / spin down) (eV): -17.746 / -18.025
Net charge: +3
LUMO energy (spin up / spin down) (eV): -8.61 / -13.14
Kohn-Sham gap (spin up / spin down) (eV): 9.14 / 4.89


(2)
Formula: C5H6O
Source: the OMol25 dataset
Level of theory: the ωB97M-V functional and the def2-TZVPD basis

```
12
Properties=species:S:1:pos:R:3:forces:R:3:mulliken_charge:R:1
C -0.971 1.026 -0.396 -4.471 1.253 -4.666 -0.34
C -1.134 -0.351 -0.611 -1.303 2.379 0.516 -0.12
C 0.152 -0.978 -0.272 -0.093 1.527 1.098 -0.50
C 0.680 -0.519 1.151 -1.733 3.227 1.062 -0.39
C 1.015 0.458 0.025 4.358 -5.252 -1.101 -0.06
O 0.306 1.516 -0.412 -0.772 -0.327 1.481 -0.31
H -1.773 1.914 -0.901 2.376 -2.851 2.162 0.23
H -2.138 -0.835 -1.026 2.527 1.129 1.213 0.30
H 0.350 -1.821 -0.949 0.929 0.126 1.073 0.34
H 1.458 -0.863 1.897 -0.549 -0.112 -1.798 0.30
H -0.058 0.160 1.805 0.648 -2.379 -1.303 0.23
H 2.111 0.293 -0.310 -1.919 1.280 0.264 0.33
```
Forces are in eV/Å.

Computed properties:
Energy above the lowest of the compared OMol25 structures with the same formula, charge and spin (kJ/mol): 414.7
HOMO energy (eV): -8.556
Structure (SMILES): C1=C[C@@H]2C[C@@H]2O1
Net charge: 0
LUMO energy (eV): 1.10
Kohn-Sham gap (eV): 9.66


(3)
Formula: C2NO3
Source: the OMol25 dataset
Level of theory: the ωB97M-V functional and the def2-TZVPD basis

```
6
Properties=species:S:1:pos:R:3:forces:R:3:mulliken_charge:R:1
C -1.129 -0.006 -1.035 -1.078 0.686 0.372 0.74
C 1.208 0.038 1.172 -0.874 -0.344 -0.407 0.39
N 0.153 0.193 0.720 -2.950 0.918 -0.682 -0.63
O -0.273 -0.309 -1.726 2.431 -1.108 -2.029 -0.38
O 2.258 -0.213 1.629 3.595 -0.454 1.572 -0.66
O -2.217 0.296 -0.760 -1.124 0.303 1.174 -0.46
```
Forces are in eV/Å.

Computed properties:
Energy above the lowest of the compared OMol25 structures with the same formula, charge and spin (kJ/mol): 16.7
HOMO energy (eV): -4.121
Net charge: -1
LUMO energy (eV): 4.01
Kohn-Sham gap (eV): 8.13


(4)
Formula: C6H6BeClI2N4O4S2
Source: the OMol25 dataset
Level of theory: the ωB97M-V functional and the def2-TZVPD basis

```
26
Properties=species:S:1:pos:R:3:forces:R:3:mulliken_charge:R:1
Be 0.090 0.155 0.216 -0.414 0.062 -0.221 -0.28
N 1.507 2.379 -1.886 -0.134 -0.006 -0.004 -0.30
C 0.311 2.559 -1.317 -0.032 0.126 0.100 0.61
N -0.269 1.705 -0.488 0.014 -0.206 0.059 0.28
C -1.477 2.203 -0.005 0.011 0.381 -0.258 -0.30
C -1.820 3.419 -0.465 -0.021 -0.072 0.047 -0.18
S -0.612 4.005 -1.549 0.150 -0.098 -0.036 -0.16
C -2.123 1.298 0.918 -0.354 -0.113 0.264 -0.30
C -3.273 1.385 1.609 0.056 0.019 -0.055 -0.18
S -3.495 -0.032 2.569 0.119 -0.128 0.000 -0.16
C -1.999 -0.675 1.982 -0.025 0.120 0.099 0.61
N -1.394 0.128 1.121 0.141 -0.002 -0.140 0.28
N -1.506 -1.839 2.417 -0.079 0.064 -0.077 -0.30
H 1.932 1.467 -1.850 0.060 -0.027 -0.015 0.25
H 1.832 3.030 -2.579 0.040 -0.006 -0.009 0.23
H -2.692 4.013 -0.249 -0.009 -0.055 0.031 0.45
H -4.006 2.174 1.626 0.044 0.020 -0.045 0.45
H -2.071 -2.436 2.995 0.024 -0.024 0.012 0.23
H -0.719 -2.245 1.936 0.043 -0.052 0.010 0.25
O 2.671 -1.600 0.304 0.067 -0.026 0.024 -0.62
Cl 1.537 -1.666 -0.558 1.535 -0.671 0.408 1.73
O 1.633 -2.690 -1.494 -0.219 -0.407 -0.550 -0.55
O 0.329 -1.760 0.266 -0.830 0.254 0.322 -0.63
O 1.340 -0.351 -1.172 -0.446 0.771 -0.218 -0.63
I 1.894 0.645 1.959 0.135 0.406 0.492 0.30
I 0.723 2.732 3.186 0.121 -0.332 -0.240 -0.06
```
Forces are in eV/Å.

Computed properties:
Energy above the lowest of the compared OMol25 structures with the same formula, charge and spin (kJ/mol): 58.6
HOMO energy (eV): -11.638
Net charge: +1
LUMO energy (eV): -4.85
Kohn-Sham gap (eV): 6.79


| no. | F_max (eV/Å) |
| --- | --- |
| 1 | 5.92 |
| 2 | 6.91 |
| 3 | 3.95 |
| 4 | 1.72 |